C42H69F13N8O6S2 | ωB97M-V/def2-TZVPD

Structure (ORCA input):
```
! wB97M-V def2-TZVPD RIJCOSX def2/J DEFGRID3
* xyz 0 1
C -1.5748 3.1064 -1.8317
C -2.7201 3.8185 -1.1025
N -3.3632 2.9790 -0.0847
C -4.4839 3.6997 0.5746
C -5.7791 3.5537 -0.2227
C -2.4344 2.5759 0.9217
S -1.6116 3.5742 1.8819
S -2.1904 0.8263 1.0626
C -3.8712 0.1474 1.1440
C -3.6958 -1.3067 1.6515
C -4.5291 -2.3664 0.9222
C -3.8410 -3.1094 -0.2596
C -4.9577 -3.8050 -0.9208
N -5.8347 -4.3557 -1.4213
C -3.2745 -2.1256 -1.3169
C -4.3207 -1.4967 -2.2453
C -3.7905 -0.2051 -2.8928
C -2.8811 -0.5220 -4.0968
C -4.9816 0.6178 -3.3710
C -2.7622 -4.2262 0.1669
C -2.9424 -5.3824 -0.7318
N -3.0090 -6.2998 -1.4230
C -3.0413 -4.8494 1.5676
C -2.5912 -4.0750 2.7774
O -3.3719 -3.6631 3.6028
C -1.2609 -3.8800 -0.0709
C -0.6721 -2.6098 0.5270
C 0.8419 -2.5686 0.4599
F 1.2478 -1.3351 0.8828
F 1.3847 -3.4850 1.3075
C 1.4428 -2.7865 -0.9481
F 0.6433 -2.1868 -1.8656
F 1.4604 -4.1097 -1.2114
C 2.9106 -2.2463 -1.1136
F 3.5545 -3.0640 -1.9752
F 3.5550 -2.3098 0.0666
C 2.9949 -0.8139 -1.7291
F 2.7710 -0.9483 -3.0527
F 2.0523 0.0095 -1.2291
C 4.3935 -0.1289 -1.5542
F 4.6072 0.6508 -2.6300
F 5.3700 -1.0553 -1.5089
C 4.4969 0.7749 -0.2845
F 3.8268 0.2655 0.7415
F 5.7811 0.8846 0.0590
F 4.0306 1.9906 -0.5584
H -1.2325 2.2219 -1.3004
H -1.8688 2.7899 -2.8282
H -0.7210 3.7733 -1.9110
H -3.4880 4.0660 -1.8311
H -2.3508 4.7391 -0.6439
H -4.6311 3.2281 1.5414
H -4.2240 4.7431 0.7617
H -5.5555 3.2284 -1.2315
H -6.3453 4.4791 -0.2198
H -6.3869 2.7777 0.2317
H -4.3299 0.1733 0.1600
H -4.4741 0.7105 1.8470
H -4.0194 -1.3000 2.6888
H -2.6451 -1.5525 1.6846
H -4.9326 -3.0672 1.6451
H -5.4000 -1.8622 0.5065
H -2.7621 -1.3060 -0.8289
H -2.5868 -2.6634 -1.9661
H -4.5590 -2.1791 -3.0557
H -5.2262 -1.2364 -1.6997
H -3.2506 0.3983 -2.1612
H -3.0850 0.1518 -4.9234
H -1.8317 -0.4282 -3.8210
H -3.0265 -1.5435 -4.4417
H -5.7243 0.7592 -2.5888
H -5.4835 0.1190 -4.2018
H -4.6600 1.5907 -3.7359
H -2.5019 -5.7962 1.5854
H -4.1034 -5.0401 1.6850
H -1.5171 -3.9134 2.9526
H -1.1012 -3.8796 -1.1432
H -0.6869 -4.7286 0.3017
H -0.8852 -2.4601 1.5785
H -0.9929 -1.7158 0.0071
C 8.5113 -4.4995 -2.7577
N 8.5954 -5.0032 -1.4006
C 7.7509 -4.7663 -0.3592
C 6.5657 -3.8669 -0.6241
O 7.9551 -5.2647 0.7334
H 8.4353 -5.3266 -3.4658
H 9.4013 -3.9171 -3.0026
H 7.6405 -3.8641 -2.8754
H 9.3649 -5.6083 -1.1631
H 5.9929 -3.7735 0.2929
H 6.8980 -2.8778 -0.9352
H 5.9262 -4.2921 -1.3983
C 6.4465 4.1930 -0.3657
N 7.1200 5.3395 -0.9450
C 8.3398 5.8516 -0.6230
C 9.1134 5.1601 0.4738
O 8.7735 6.8311 -1.2069
H 6.2529 3.4453 -1.1360
H 5.4928 4.4988 0.0687
H 7.0536 3.7425 0.4116
H 6.6539 5.8445 -1.6813
H 10.0534 5.6809 0.6184
H 8.5608 5.1816 1.4130
H 9.3221 4.1236 0.2054
C 13.7846 8.0747 1.9310
N 12.8926 6.9971 2.3136
C 11.7143 7.0771 2.9873
C 11.2471 8.4514 3.4066
O 11.0683 6.0720 3.2319
H 13.9005 8.1029 0.8465
H 14.7686 7.9297 2.3803
H 13.3918 9.0299 2.2604
H 13.1478 6.0556 2.0619
H 10.3004 8.3450 3.9258
H 11.9685 8.9180 4.0783
H 11.1027 9.0921 2.5362
C -9.3312 5.9216 4.4228
N -8.2431 5.0713 3.9778
C -8.1614 4.3350 2.8401
C -9.3373 4.3850 1.8923
O -7.1704 3.6632 2.6022
H -8.9835 6.9485 4.5441
H -9.7162 5.5720 5.3819
H -10.1411 5.9140 3.7021
H -7.4281 4.9946 4.5653
H -9.1162 3.7499 1.0404
H -10.2427 4.0210 2.3786
H -9.5073 5.4028 1.5394
C -6.4615 -7.7463 -1.5827
N -7.3061 -7.9711 -0.4201
C -7.1904 -8.9288 0.5336
C -6.0452 -9.9069 0.3933
O -7.9790 -8.9900 1.4638
H -6.0326 -6.7487 -1.5271
H -7.0591 -7.8224 -2.4930
H -5.6599 -8.4749 -1.6255
H -8.0849 -7.3492 -0.2732
H -6.0874 -10.6018 1.2257
H -6.1256 -10.4658 -0.5394
H -5.0870 -9.3865 0.4124
*
```

- Maximum force: 0.91 eV/Å
- HOMO energy: -8.7 eV
- Electronic energy: -125877.3984 eV
- LUMO level: -0.52 eV
- Relative energy (zero: lowest compared OMol25 entry of this formula, charge and spin): 0.0 kJ/mol
- Structure (SMILES): CCN(CC)C(=S)SCCC[C@@](C#N)(CCC(C)C)[C@](C#N)(CC=O)CCC(F)(F)C(F)(F)C(F)(F)C(F)(F)C(F)(F)C(F)(F)F.CNC(C)=O.CNC(C)=O.CNC(C)=O.CNC(C)=O.CNC(C)=O

These are the Mulliken partial charges, in e, on atoms 1 to 5: -0.72, -0.92, 0.63, -0.92, -1.18

C42H71BrCl22I2NO3S | ωB97M-V/def2-TZVPD

Structure (ORCA input):
```
! wB97M-V def2-TZVPD RIJCOSX def2/J DEFGRID3
* xyz 1 1
C 2.1705 2.0970 3.6294
C 1.8574 1.7550 2.1268
O 1.3672 2.6179 1.4936
O 2.1389 0.5446 1.5434
C 2.0648 -0.5147 2.5469
C 2.1395 -1.9494 1.9256
C 0.8416 -2.8127 2.1191
C 0.1851 -2.7368 3.5607
C -1.3454 -2.3251 3.4993
C -1.6277 -0.8221 3.7894
C -1.5478 -0.2503 5.1712
C -1.1228 -1.1664 6.3851
C 0.1538 -0.4919 7.0427
C 1.1631 -1.4885 7.7164
S 2.8338 -0.6633 7.7795
C -1.8681 1.1665 5.3960
C -1.8386 1.8831 6.7482
I -0.0175 2.9991 7.1935
C -2.8266 1.8672 7.6713
C -4.1418 1.0689 7.4168
I -2.6411 2.9539 9.5159
C -2.2491 1.9990 4.2238
C -2.2782 1.3639 2.9314
N -1.9754 0.0284 2.7453
C -2.0656 -0.4267 1.3417
C -3.4799 -1.0130 1.0115
O -4.1069 -1.6016 1.7861
Br -4.1420 -0.7076 -0.8114
H 3.1180 1.6111 3.9788
H 1.3323 1.6455 4.2365
H 2.1389 3.1897 3.8122
H 1.1509 -0.3090 3.1529
H 2.9905 -0.3889 3.1761
H 3.0232 -2.4988 2.3286
H 2.3171 -1.8834 0.8136
H 1.1541 -3.8842 1.9742
H 0.0877 -2.6287 1.3028
H 0.2146 -3.7670 4.0090
H 0.7242 -2.0747 4.2809
H -1.8678 -2.8995 4.3127
H -1.7790 -2.6898 2.5417
H -2.0026 -1.2332 7.0696
H -0.8293 -2.1938 6.0526
H -0.2291 0.1858 7.8536
H 0.6061 0.1801 6.2763
H 1.3175 -2.4413 7.1643
H 0.8520 -1.6192 8.7785
H 2.6791 0.6885 7.6154
H -4.4228 0.9914 6.3440
H -4.9610 1.6045 7.9616
H -4.0558 0.0699 7.9195
H -2.4894 3.0832 4.3118
H -2.5400 2.0046 2.0594
H -1.2455 -1.1213 1.0562
H -1.9353 0.4824 0.6955
Cl 2.9564 6.3660 7.8553
C 2.1021 7.6856 7.0160
C 0.6791 7.8399 7.4987
Cl -0.3408 6.4587 7.0212
H 2.1424 7.4881 5.9463
H 2.6597 8.6006 7.2143
H 0.2333 8.7309 7.0576
H 0.6316 7.9360 8.5818
Cl 1.8223 -2.6972 -1.3626
C 2.8068 -2.0999 -2.7279
C 3.9641 -3.0230 -3.0113
Cl 5.1714 -2.9950 -1.6970
H 3.1444 -1.0934 -2.4911
H 2.1518 -2.0413 -3.5951
H 4.4799 -2.7122 -3.9202
H 3.6270 -4.0507 -3.1431
Cl 5.9531 -1.5523 6.5643
C 5.3218 -3.2094 6.6869
C 5.1570 -3.8525 5.3383
Cl 3.8390 -3.0781 4.4178
H 4.3757 -3.1754 7.2261
H 6.0349 -3.7728 7.2882
H 4.8908 -4.9027 5.4542
H 6.0703 -3.7975 4.7491
Cl 2.1441 -5.2454 -4.1940
C 0.4662 -5.5114 -3.6536
C -0.5376 -5.0656 -4.6954
Cl -0.5737 -3.2939 -4.9224
H 0.3308 -4.9930 -2.7053
H 0.3535 -6.5812 -3.4747
H -1.5418 -5.3614 -4.3906
H -0.3268 -5.5201 -5.6697
Cl -0.5365 -7.1821 -7.0220
C 1.1465 -7.6734 -6.6931
C 1.6600 -8.6647 -7.7108
Cl 0.8501 -10.2449 -7.5764
H 1.1898 -8.0782 -5.6832
H 1.7517 -6.7674 -6.7221
H 2.7234 -8.8398 -7.5504
H 1.5234 -8.3006 -8.7275
Cl 1.3186 0.7022 -4.7702
C -0.3604 0.2112 -5.1043
C -1.2901 1.3951 -5.2019
Cl -1.5251 2.2101 -3.6288
H -0.6717 -0.4834 -4.3252
H -0.3507 -0.3229 -6.0523
H -2.2712 1.0631 -5.5335
H -0.9154 2.1323 -5.9136
Cl -0.5717 2.5654 -8.3117
C -1.3882 3.7280 -9.3914
C -2.8632 3.8493 -9.0972
Cl -3.7564 2.3651 -9.5235
H -1.2123 3.4146 -10.4188
H -0.9010 4.6914 -9.2416
H -3.2918 4.6574 -9.6899
H -3.0456 4.0638 -8.0446
Cl -2.5054 -1.2248 -6.8804
C -3.9007 -1.9229 -7.7417
C -4.6479 -2.9286 -6.8975
Cl -3.6963 -4.4092 -6.6133
H -3.5385 -2.3670 -8.6672
H -4.5606 -1.0940 -7.9978
H -5.5604 -3.2335 -7.4088
H -4.9217 -2.5125 -5.9293
Cl 11.1586 2.1876 8.0581
C 9.7006 1.5591 7.2526
C 9.0020 0.5033 8.0778
Cl 9.9534 -0.9974 8.1948
H 9.9923 1.1751 6.2765
H 9.0335 2.4075 7.0992
H 8.0524 0.2390 7.6127
H 8.8004 0.8543 9.0884
Cl -7.3397 3.7457 -3.1019
C -5.6269 3.2700 -3.0014
C -5.2170 2.3675 -4.1416
Cl -5.9850 0.7622 -4.0377
H -5.4642 2.7936 -2.0356
H -5.0409 4.1887 -3.0307
H -4.1412 2.2055 -4.1143
H -5.4714 2.7993 -5.1052
Cl -5.2936 5.8484 -12.6621
C -5.5200 7.2799 -11.6281
C -4.2161 7.9861 -11.3391
Cl -3.1469 7.0172 -10.2916
H -6.0137 6.9607 -10.7117
H -6.1924 7.9524 -12.1603
H -4.4100 8.9209 -10.8142
H -3.6734 8.2155 -12.2541
*
```

- Maximum force: 2.93 eV/Å
- HOMO energy: -11.1 eV
- Electronic energy: -424904.5926 eV
- LUMO level: -4.11 eV

These are the Mulliken partial charges, in e, on atoms 1 to 5: -0.50, 0.61, -0.54, -0.41, 1.01

> What is the formula in the second record?

C42H71BrCl22I2NO3S